Version a
The following is a quantum chemistry calculation of C18H38N3OPPbSSi as an isolated structure, from the Open Molecules 2025 dataset.

Structure (ORCA input):
```
! RIJCOSX wB97M-V def2-TZVPD def2/J DEFGRID3
* xyz 0 1
Pb 0.0000 0.0000 0.0000
Si 1.8193 1.7992 0.2929
P 0.5637 -0.0353 -2.4043
N 1.1131 -1.2964 0.4323
H -1.5824 -0.6315 -0.5379
C -0.5021 -1.0100 -3.5692
H -0.1108 -1.0093 -4.6031
H -1.5190 -0.5830 -3.5549
H -0.5671 -2.0451 -3.1948
C 0.6835 1.5889 -3.2840
H 0.9327 1.4517 -4.3510
H 1.4638 2.1946 -2.7952
H -0.2769 2.1223 -3.1964
C 2.2317 -0.7708 -2.6962
H 2.4849 -0.7883 -3.7710
H 2.2406 -1.7977 -2.2952
H 2.9734 -0.1732 -2.1415
C 1.3260 3.6427 0.0303
H 0.4996 3.9339 0.7051
H 0.9751 3.8118 -1.0041
H 2.1769 4.3231 0.2182
H 2.4744 1.8041 1.6663
H 3.0495 1.6488 -0.5909
C 2.0892 -2.1856 0.8034
C 2.7857 -4.4517 1.3786
C 1.7824 -3.5562 0.9954
C 3.4207 -1.7388 1.0019
C 4.4136 -2.6463 1.3795
C 4.1031 -4.0037 1.5708
H 2.5407 -5.5093 1.5264
H 0.7516 -3.8870 0.8365
H 3.6403 -0.6772 0.8537
H 5.4398 -2.2933 1.5295
H 4.8854 -4.7096 1.8688
C -2.2809 2.3106 -0.5307
O -1.1197 1.8625 -0.5362
C -3.4035 1.5384 0.0950
H -4.3815 1.8036 -0.3398
H -3.4475 1.7517 1.1790
H -3.1608 0.4610 -0.0226
C -2.5578 3.6361 -1.1916
H -3.2346 3.4856 -2.0547
H -1.6203 4.1015 -1.5281
H -3.0844 4.3123 -0.4929
C -3.2485 -2.5419 1.1775
N -3.3523 -1.7456 2.4028
C -4.3914 -2.1404 3.3363
C -2.4256 -0.6292 2.6124
S -1.3401 -0.3476 1.4433
N -2.3681 0.2554 3.7864
C -3.2208 0.2388 4.9718
C -1.3444 1.3015 3.8271
H -3.9882 -3.3680 1.1269
H -2.2406 -3.0045 1.1100
H -3.4283 -1.9019 0.2903
H -3.9342 -2.4684 4.2927
H -5.1295 -1.3189 3.4469
H -4.9801 -3.0116 2.9808
H -2.5922 0.0718 5.8726
H -3.7247 1.2241 5.0731
H -4.0096 -0.4950 5.0211
H -0.3320 0.8460 3.7825
H -1.4788 2.0010 2.9741
H -1.3923 1.9065 4.7598
*
```

The calculation puts the frontier orbital gap at 5.37 eV. As for the LUMO energy: 0.1 eV.


Version b
The following is a quantum chemistry calculation of C18H38N3OPPbSSi as an isolated structure, from the Open Molecules 2025 dataset.

Structure (ORCA input):
```
! RIJCOSX wB97M-V def2-TZVPD def2/J DEFGRID3
* xyz 0 1
Pb -0.1588 -0.2367 -0.2324
Si 2.5719 -0.5348 -2.0516
P -0.5785 0.2174 -3.5625
N 1.2472 -1.3724 -1.3253
H 1.0034 -0.1387 1.2665
C -2.2854 0.6938 -3.9068
H -2.3582 1.0474 -4.9434
H -2.5772 1.4919 -3.2147
H -2.9438 -0.1714 -3.7679
C 0.2671 1.6223 -4.3630
H -0.1950 1.7977 -5.3483
H 1.3391 1.4188 -4.4949
H 0.1389 2.5206 -3.7380
C -0.3683 -1.0242 -4.8941
H -0.7186 -0.6117 -5.8477
H -0.9573 -1.9147 -4.6528
H 0.6781 -1.3230 -4.9905
C 2.6108 1.3176 -1.5969
H 2.0737 1.5046 -0.6558
H 2.2270 1.9553 -2.4080
H 3.6800 1.5476 -1.4583
H 3.8365 -1.0709 -1.4850
H 2.5612 -0.5520 -3.5412
C 0.9609 -2.7249 -1.4952
C -0.6161 -4.5512 -1.3387
C -0.3242 -3.2112 -1.1750
C 1.9487 -3.6197 -1.9592
C 1.6348 -4.9621 -2.1166
C 0.3520 -5.4541 -1.7965
H -1.6306 -4.8685 -1.0773
H -1.1369 -2.5237 -0.8617
H 2.9644 -3.2670 -2.2026
H 2.3687 -5.6879 -2.4737
H 0.0809 -6.4975 -1.9200
C -1.2498 3.7639 -0.8723
O -1.4691 3.2493 -1.9820
C -2.1535 3.4167 0.3422
H -2.2061 4.1065 1.1692
H -1.7949 2.4615 0.8102
H -3.2012 3.2832 0.0590
C 0.1822 4.0091 -0.2992
H 0.7528 4.8638 -0.6754
H 0.7296 3.0657 -0.4777
H 0.2232 4.0935 0.7739
C -1.9737 -2.0958 4.7326
C -0.6073 -1.4604 4.7038
N -0.3847 -0.8196 3.4064
C 0.7549 -0.0495 3.3258
S 1.9196 -0.7351 2.0889
N 0.8110 1.0523 4.0757
C -0.3952 1.7667 4.6059
C 0.0220 2.6781 5.7459
H -2.7590 -1.4035 4.4185
H -2.1783 -2.3957 5.7606
H -2.0344 -2.9887 4.1051
H -0.5199 -0.6936 5.4767
H 0.1629 -2.2333 4.8560
H -0.3733 -1.5473 2.6727
H 1.6455 1.6247 3.9569
H -0.8301 2.3588 3.7863
H -1.1551 1.0460 4.9222
H 0.6939 3.4665 5.3945
H -0.8341 3.1820 6.2081
H 0.5255 2.1176 6.5386
*
```

The calculation puts the frontier orbital gap (alpha / beta) at 5.33 / 5.65 eV. As for the LUMO energy (alpha / beta): -0.1 / 0.0 eV.


Most stable of them? version b.


Version a
The following is a quantum chemistry calculation of a 2-piece molecular cluster, C4H4F3I overall, from the Open Molecules 2025 dataset.

Structure (ORCA input):
```
! RIJCOSX wB97M-V def2-TZVPD def2/J DEFGRID3
* xyz 0 1
C -1.8510 -0.8009 -0.1600
C -0.5317 -0.9968 -0.3492
C 0.5900 -0.7223 0.5329
C 0.9671 1.4776 0.0797
F 1.5179 1.9989 1.1720
F -0.2542 2.0876 -0.1258
F 1.7942 1.7123 -0.9566
I 2.3699 -1.6437 0.1438
H -2.5605 -1.1719 -0.9401
H -2.3151 -0.4546 0.6672
H -0.2335 -1.2540 -1.5045
H 0.5068 -0.2324 1.4406
*
```

The calculation puts the frontier orbital gap (alpha / beta) at 8.34 / 8.34 eV. As for the LUMO energy (alpha / beta): -0.5 / -0.5 eV.


Version b
The following is a quantum chemistry calculation of the molecule C4H4F3I, from the Open Molecules 2025 dataset.

Structure (ORCA input):
```
! RIJCOSX wB97M-V def2-TZVPD def2/J DEFGRID3
* xyz 0 1
F 0.4761 0.7507 2.6844
C 0.6323 -0.2585 1.7921
F 1.5307 -1.1254 2.2186
C 0.7527 0.1634 0.2710
C -0.6912 -0.5143 0.0969
C -0.7135 -0.9583 1.5062
F -1.8033 -0.6108 2.2876
I -0.5357 -3.2862 1.7538
H 1.7256 -0.2605 -0.2311
H 0.6364 1.2318 0.0944
H -1.4906 0.2967 -0.1155
H -0.7636 -1.2662 -0.6289
*
```

The calculation puts the frontier orbital gap at 9.30 eV. As for the LUMO energy: -0.4 eV.


Most stable of them? version b.


Version a
The following is a quantum chemistry calculation of a 2-piece molecular cluster, C3H4NO overall, from the Open Molecules 2025 dataset.

Structure (ORCA input):
```
! RIJCOSX wB97M-V def2-TZVPD def2/J DEFGRID3
* xyz -1 1
C 0.2584 0.4633 -2.4607
C -0.1443 0.3173 -1.2892
C -0.6070 0.4028 0.0039
N 0.2850 -1.1780 1.7488
O 0.0343 -0.5426 2.8412
H 0.1432 1.0419 -3.3641
H -1.4402 -0.1638 0.3863
H 0.1780 0.7540 0.6485
H 1.2928 -1.0949 1.4852
*
```

The calculation puts the frontier orbital gap (alpha / beta) at 5.64 / 7.10 eV. As for the LUMO energy (alpha / beta): 3.8 / 4.6 eV.


Version b
The following is a quantum chemistry calculation of a 2-piece molecular cluster, C3H4NO overall, from the Open Molecules 2025 dataset.

Structure (ORCA input):
```
! RIJCOSX wB97M-V def2-TZVPD def2/J DEFGRID3
* xyz -1 1
C -2.0785 -0.0126 -0.0302
C -1.0464 0.5461 0.3411
C 0.1824 0.7451 0.8927
N 1.3623 -0.5744 -1.5569
O 2.0356 -0.2664 -2.6265
H -3.1220 -0.0650 -0.2243
H 1.0630 0.6851 0.2632
H 0.0705 0.6085 1.9263
H 0.3963 -0.7562 -1.8126
*
```

The calculation puts the frontier orbital gap (alpha / beta) at 7.08 / 4.13 eV. As for the LUMO energy (alpha / beta): 4.6 / 3.0 eV.


Most stable of them? version a.